(1)
41
Properties=species:S:1:pos:R:3 method="wB97M-V/def2-TZVPD" e_above_lowest_ev=0.256 e_homo_ev=-8.673
N 0.15218 1.97802 -0.68745
H -1.50838 -3.24949 -0.83255
H 2.13719 -4.02621 -3.01606
N 0.70971 -0.89386 1.21408
H -0.04953 0.83377 3.25965
H -0.47949 -4.15256 -3.06006
S 2.08478 -3.10326 -0.77211
C 2.80302 3.22101 3.41177
C -0.08588 0.06791 0.71334
H 3.85001 3.16846 3.69022
H 1.70607 -0.73745 1.22830
C -1.96657 -0.71548 -2.68063
S 2.19962 1.50954 3.33847
C 0.27987 -2.28249 1.20772
H -3.95365 -1.56177 -3.08995
C -3.37689 -0.72323 -2.74382
C 0.05956 2.35095 1.72492
H 0.55501 2.86972 -0.93049
O -1.26100 -0.09627 0.45324
H -4.95762 0.70984 -2.25544
S 0.19958 0.92205 -1.98342
C 0.41627 1.80509 3.09972
O 0.60198 1.69719 -3.12017
H 2.24489 3.76720 4.16680
H 0.83907 -2.80959 1.98571
C 0.56628 1.44830 0.59434
H 2.70476 3.69521 2.43976
H -0.78706 -2.29337 1.44439
H 0.47393 3.35321 1.59302
H 1.65991 1.34745 0.65423
O 0.97236 -0.23724 -1.63883
C 0.10479 -3.78450 -2.23474
C 0.48929 -2.90520 -0.13290
S -2.72333 1.57921 -1.82501
H 0.09100 2.48994 3.88370
C -0.45236 -3.30337 -1.02853
H -1.02710 2.41943 1.64166
H -1.32699 -1.53106 -2.96124
C -1.48518 0.45946 -2.19767
C -3.92019 0.44711 -2.31567
C 1.46008 -3.73367 -2.23832

=====

(2)
39
Properties=species:S:1:pos:R:3 method="wB97M-V/def2-TZVPD" e_above_lowest_ev=4.001 e_homo_ev=-7.960
H 3.92421 2.01898 -2.48954
H -1.74931 3.01884 1.33066
C -3.81609 -0.09920 -1.22280
C 0.72491 -0.22524 -0.77972
C -2.08933 1.04193 2.38586
O 4.11067 -0.18351 -2.39654
H -2.92251 0.45587 2.72630
C -2.58025 1.42494 0.12068
O -3.74599 0.53830 0.02454
C 3.03741 -1.76654 -0.93733
N -0.04219 -1.95980 0.93511
C -1.01287 0.30023 1.60614
H 4.77474 1.13273 -1.06244
H 1.58284 0.99785 -2.18990
N -1.37219 0.57529 0.24305
C -0.95149 -1.19531 1.79861
H 0.21726 -2.92670 1.33601
O -0.51823 -1.54138 3.15275
C 0.83381 -1.38128 -0.02416
O -0.63720 1.43857 -1.71017
C -0.46542 0.60021 -0.80148
H -1.56586 1.39757 3.23246
C 1.97609 -2.19429 -0.14950
H -3.44263 0.57526 -2.06348
H -0.06888 0.89006 1.74072
H 5.51337 1.31603 -2.64731
H -3.51700 2.48997 1.87588
H -1.23129 -1.43264 3.70919
C 4.56112 1.14309 -2.16489
C 1.80089 0.16890 -1.53174
H -4.87376 -0.37335 -1.44386
C -2.54627 2.20424 1.45426
C 2.99937 -0.52314 -1.64245
O 4.20215 -2.46979 -0.99237
H -3.26020 -1.01361 -1.07667
H 2.09898 -3.04630 0.47748
H -2.57956 2.18777 -0.64916
H -2.05451 -1.51683 1.65372
H 4.68520 -2.06772 -1.82788

=====

(3)
44
Properties=species:S:1:pos:R:3 method="wB97M-V/def2-TZVPD" e_above_lowest_ev=0.957 e_homo_ev=-7.025
H 2.74138 3.38988 -0.20009
O -4.10044 -2.74227 3.28960
O -1.61595 -1.01349 6.33539
C -1.29404 -0.06446 -1.76388
H -2.60942 2.66958 -0.98008
C 1.83222 2.93839 -0.62166
O 0.93646 0.74695 -2.23161
C -1.11245 -2.21189 1.41958
C -0.32721 0.93049 -1.98382
C -2.59058 0.59139 -1.65368
O 2.46180 -1.97617 1.74958
N -3.26587 -2.28900 4.28902
H 4.50770 1.13065 -1.25825
C -2.24628 -2.24675 2.26166
H 1.16288 3.75120 -0.92781
C 3.62830 0.63127 -1.68990
N 1.35434 -2.14564 1.20520
H -1.26224 -2.46398 0.38103
N -3.50841 -2.70431 1.99513
C -0.81565 -1.63762 4.21830
H 3.27319 -0.12502 -0.97174
C 2.50095 2.84141 -3.63231
H 2.82594 2.22666 -4.48494
H 1.27675 -1.47423 3.77889
H 3.27798 3.60631 -3.46333
C 0.15541 -1.99048 1.99309
H -2.67767 2.46102 -2.77235
H -0.20439 -1.75826 -1.13622
H 3.95223 0.10747 -2.60097
H -0.52780 -1.67815 -2.87763
H -1.85267 -2.08718 -1.72734
H 1.33982 2.36243 0.17291
C -2.12052 -1.95867 3.65276
H 1.57839 3.36406 -3.92441
C 0.29333 -1.68952 3.37664
O 1.25779 -2.48053 -0.00293
H -3.30608 0.24507 -2.41451
C -0.95862 -1.46677 -1.88548
H -3.06074 0.42801 -0.67153
O -0.79937 2.16342 -1.92531
N -0.64011 -1.22856 5.59630
C -2.28344 2.06976 -1.83357
Si 2.28228 1.85789 -2.06617
O 0.54079 -1.08037 5.98646

=====

(4)
41
Properties=species:S:1:pos:R:3 method="wB97M-V/def2-TZVPD" charge=-2 e_above_lowest_ev=0.046 multiplicity=2 e_homo_ev="0.813 / 0.820"
N -1.76607 -0.63411 0.23819
H 2.87115 2.21291 -0.45848
H -0.35280 2.45796 1.31614
H -1.33181 -1.54410 4.80129
C 3.06745 1.73233 -1.40503
H -1.28747 -1.04899 -2.45762
C -4.99931 -1.18578 -1.40500
C 2.74069 -0.27361 -2.63833
H -1.57977 2.71309 2.58708
H -4.31963 -0.89611 0.60475
C 3.25610 0.30996 -3.75716
C -4.68203 -1.32289 -2.76740
C 3.77785 1.63151 -3.72091
H 4.17487 2.11024 -4.60491
H -6.04264 -1.23513 -1.09550
C -0.99096 1.96488 2.05129
C -2.32896 -1.07870 -2.15191
C 3.58939 2.34490 -2.50602
P 0.36091 -0.20942 2.87850
H -3.01972 -1.38153 -4.13587
H 2.39854 -1.63054 1.72153
H 3.75122 -0.58423 2.13625
C -0.78668 -0.66283 5.16039
N 2.76951 0.39047 -1.43255
H 2.28226 -1.25021 -2.60229
H 2.95221 -1.54081 3.42322
H -5.44682 -1.45724 -3.52280
H 3.22604 -0.25242 -4.68311
H -1.63420 1.24853 1.52848
O 0.45991 -0.50844 4.52321
O 1.95020 0.13295 2.73255
H -0.61366 -0.78141 6.23159
H -1.42919 0.21001 5.01122
O 2.31259 -0.20894 -0.30492
C -3.31774 -1.26878 -3.09452
C -4.03655 -0.99241 -0.43947
O -0.17744 1.31709 3.04379
C -2.61193 -0.88169 -0.73711
H 3.82636 3.40032 -2.43667
C 2.80348 -0.97682 2.49667
Au 0.18466 -0.36999 -0.12855

=====

(5)
44
Properties=species:S:1:pos:R:3 method="wB97M-V/def2-TZVPD" charge=+1 e_homo_ev=-11.835
C 0.65534 0.77813 -2.23823
H 2.99067 -0.08596 2.15190
Cl -0.19758 2.75659 3.90552
C -2.10014 -3.06885 1.80274
C -0.74666 -1.12798 -3.95208
C 0.54792 -2.14174 -4.05202
H 2.88800 2.98591 0.11238
C 0.42581 0.75608 1.41724
H 0.74289 0.47103 2.50804
Cl -2.83999 -4.82750 -1.67600
O -0.12409 4.67624 1.42500
H -1.64789 0.17852 0.39679
O 4.22959 2.98940 2.53512
H 0.86411 -0.10589 0.71692
C 2.44953 2.00058 0.62576
O 0.18603 2.48213 -0.08387
N 0.96722 2.08591 0.92349
H 5.16049 2.59862 2.37202
H -2.77870 0.32211 3.10720
H 2.76143 1.01688 0.02431
C -4.46960 -4.89681 -0.99456
C -1.75865 -0.17184 2.74608
C 1.90945 -1.67803 -3.24178
H -1.75331 1.71800 1.47804
O 1.24815 3.24131 -2.09603
H -1.65592 0.93625 -3.07082
H -2.14072 -3.98828 1.04425
H -1.08451 4.37775 1.27994
H 3.01006 -0.02575 -1.86984
P 0.82865 3.40820 2.16888
C -1.22862 0.64949 1.38941
C 1.96509 -0.25470 -2.36315
B 3.34707 1.87439 2.04018
H 0.51714 -3.13571 -4.69613
H 2.85955 -2.39552 -3.33843
O 3.32921 0.60327 2.82230
H -4.49058 -5.64416 -0.19768
H -1.71893 -1.43654 -4.56194
C -0.69436 0.25849 -3.07756
H -1.02058 -0.08962 3.64993
Cl -4.94738 -3.33096 -0.32763
C 0.70315 2.19482 -1.41385
C -2.01532 -1.77669 2.39049
H -5.17304 -5.17755 -1.78229

=====

(6)
37
Properties=species:S:1:pos:R:3 method="wB97M-V/def2-TZVPD" e_homo_ev="-7.307 / -7.307"
C 3.55108 -1.00126 -1.19425
C -0.30603 0.18704 -2.56798
C 0.24020 -0.12434 4.99109
H -2.84188 0.71064 -0.49633
C -0.01836 1.45154 0.87413
H 4.50905 -1.24854 -0.72974
C -2.97032 1.05573 -2.64005
H -1.59091 0.05029 3.84896
C -2.32737 0.70413 -1.45851
H -2.71044 1.15465 -4.77371
H -0.74873 2.13198 0.41432
C 2.11946 -0.59278 -3.12737
C 2.46459 -0.70479 -0.38366
H 4.19898 -1.20573 -3.24144
H -1.83306 -0.21265 5.58240
H -1.29905 1.36893 4.98614
Be -0.08782 -0.01407 0.00190
C 1.06086 -0.27158 -2.25859
C -1.19941 0.28546 4.84735
H 0.95545 1.89917 0.62576
C -2.23318 0.91652 -3.82954
H 1.92928 -0.55659 -4.20409
N -1.04153 0.34025 -1.42937
N 1.28038 -0.36387 -0.91028
H 2.51435 -0.70713 0.71402
H -0.40772 -2.37728 -0.08517
H -1.88319 -1.44611 0.39948
C -0.80188 -1.54047 0.50466
H 0.91118 0.32039 4.24267
Cl -0.39981 -1.83364 2.13348
C 3.36290 -0.95846 -2.58148
H 0.33994 -1.21795 4.94017
C -0.90356 0.46114 -3.81119
H -4.00450 1.40763 -2.61206
H -0.31559 0.29393 -4.71270
H 0.63247 0.16284 5.98039
H -0.14583 1.47499 1.96061

=====

Number 1: DFT total energy -67273.3502 eV. Number 2: DFT total energy -28025.8563 eV. Number 3: DFT total energy -42972.0637 eV. Number 4: DFT total energy -38973.8652 eV. Number 5: DFT total energy -74063.2826 eV. Number 6: DFT total energy -30730.9467 eV.